1.
{
  "formula": "C33H35F5N4P2PtS",
  "method": "the ωB97M-V functional and the def2-TZVPD basis",
  "charge": 2,
  "energy_ha": -3196.0696,
  "lumo_ev": [-7.3, -9.9],
  "multiplicity": 5,
  "e_above_lowest_ev": 0.781,
  "homo_lumo_gap_ev": [5.2, 2.8],
  "s2": 6.064,
  "symbols": ["Pt", "C", "C", "C", "C", "C", "C", "C", "C", "C", "H", "H", "H", "H", "H", "H", "H", "H", "H", "H", "H", "H", "H", "H", "H", "P", "P", "N", "N", "N", "N", "C", "C", "C", "C", "C", "C", "C", "C", "C", "C", "C", "C", "C", "C", "C", "C", "C", "C", "H", "H", "H", "H", "H", "H", "H", "H", "H", "H", "H", "H", "H", "H", "H", "H", "H", "H", "H", "H", "F", "C", "C", "F", "C", "F", "C", "S", "C", "F", "C", "F"],
  "positions_angstrom": [[-0.2602, -2.0036, 0.0545], [-1.1257, 3.5055, 3.2365], [-1.4022, 3.0267, 2.0164], [-0.5191, 2.7495, 0.8180], [0.6252, 1.6876, 0.9836], [1.9546, 2.3209, 1.3247], [2.1260, 3.3904, 2.1225], [1.1487, 4.4447, 2.5630], [0.1724, 4.0610, 3.7050], [1.0325, -2.3581, 1.5437], [-1.9056, 3.4418, 3.9982], [-2.3401, 2.4538, 1.9601], [-0.1155, 3.6647, 0.3599], [-1.1802, 2.3187, 0.0485], [0.3636, 0.9138, 1.7468], [0.7391, 1.1243, 0.0213], [2.8294, 1.8269, 0.8631], [3.1529, 3.5770, 2.4538], [0.5665, 4.8625, 1.7385], [1.7494, 5.2704, 2.9811], [0.6805, 3.3963, 4.4349], [-0.0780, 4.9844, 4.2655], [1.1496, -1.4427, 2.1584], [2.0394, -2.5934, 1.1566], [0.6628, -3.1844, 2.1725], [1.3284, -1.5831, -1.4601], [-2.1186, -0.8174, -1.1178], [2.6791, -0.3694, -1.6693], [2.0101, -2.7328, -2.5712], [-2.2038, 0.9056, -2.2228], [-3.7688, -1.1672, -2.0890], [0.1242, -0.7529, -2.5319], [-1.1451, -1.6110, -2.4259], [3.8259, -0.2102, -0.8944], [4.7174, 0.6271, -1.5504], [4.1214, 1.0044, -2.7939], [2.8852, 0.3546, -2.8525], [2.4519, -4.0198, -2.2470], [2.9360, -4.6355, -3.3935], [2.7875, -3.7075, -4.4749], [2.2310, -2.5442, -3.9456], [-2.6554, 2.1401, -1.7818], [-2.4765, 3.1042, -2.7834], [-1.8945, 2.4316, -3.9014], [-1.8082, 1.0818, -3.5482], [-4.6430, -0.3961, -2.8522], [-5.4114, -1.2283, -3.6716], [-5.0087, -2.5748, -3.4003], [-3.9962, -2.4958, -2.4304], [0.4294, -0.6041, -3.5663], [0.0459, 0.2606, -2.0927], [-1.6599, -1.7962, -3.3686], [-0.9483, -2.6140, -1.9357], [3.8996, -0.6953, 0.0709], [5.6999, 0.9597, -1.2057], [4.5170, 1.6599, -3.5631], [2.1419, 0.3897, -3.6321], [2.3423, -4.3856, -1.2356], [3.3632, -5.6300, -3.4701], [3.0541, -3.8589, -5.5161], [1.9245, -1.6416, -4.4545], [-3.0871, 2.2597, -0.7918], [-2.7093, 4.1539, -2.7244], [-1.5663, 2.8371, -4.8470], [-1.4258, 0.2715, -4.1599], [-4.6758, 0.6864, -2.7827], [-6.1573, -0.9091, -4.3999], [-5.3791, -3.4795, -3.8424], [-3.4164, -3.2718, -1.9708], [0.6123, -0.9990, 8.7245], [0.1371, -1.1962, 7.4777], [-0.2237, -0.1096, 6.6767], [-0.0880, 1.1423, 7.1815], [-0.6499, -0.3086, 5.3710], [-0.9297, 0.7661, 4.5960], [-0.7536, -1.5949, 4.7712], [-1.4227, -1.8945, 3.2528], [-0.3262, -2.6694, 5.6156], [-0.3390, -3.9250, 5.1051], [0.0927, -2.4847, 6.9293], [0.4642, -3.5609, 7.6695]],
  "forces_ev_per_a": [[-0.2899, -0.3027, -0.0342], [0.1127, -0.5605, -0.3996], [-0.2726, -1.1736, 0.5899], [0.0936, -0.2827, -0.3003], [-0.1418, 0.2870, -0.4190], [0.0438, 0.0269, 0.3466], [0.6139, -0.4929, -0.7600], [0.0019, 0.3145, 1.2285], [0.2184, 0.7584, 0.0449], [1.1955, -0.0548, 1.5379], [0.0996, -0.0220, -0.2571], [0.0116, 0.5967, -0.0218], [0.0061, -0.3787, 0.1399], [0.0229, 0.1137, 0.0542], [-0.0007, 0.6073, -0.4177], [-0.0682, 0.4180, 0.5369], [-0.3471, 0.1173, 0.7789], [-0.2067, 0.0859, -0.4198], [0.2299, -0.0252, 0.0991], [-0.1793, -0.2583, -0.3946], [-0.4288, 0.1924, -0.3471], [0.2478, -0.3882, -0.1477], [-0.2687, -0.3862, -0.3335], [-0.5105, -0.0882, 0.0223], [0.0899, 0.2558, -0.2852], [3.8636, 1.4751, -2.8070], [-1.8503, 2.3329, -1.9301], [-0.7887, -0.2014, 0.1839], [-0.6687, -0.5954, 0.1364], [-0.3062, 0.0527, 0.5892], [-0.0865, -0.9989, 0.0933], [0.4664, 0.1447, -0.3222], [0.2016, -0.1995, 0.6002], [0.3348, 0.3563, -0.1425], [-0.4537, -0.2907, 0.1576], [-1.4367, -1.0616, 0.3310], [0.9007, 0.7757, 0.3363], [0.1613, -0.4409, -0.8409], [-0.3654, 0.6941, 0.6934], [-0.5607, 1.1178, 0.9942], [0.1606, -1.1709, -0.4073], [0.5085, -1.8541, 0.4014], [1.1832, -0.3202, -2.6198], [-1.1038, 1.3783, 1.5036], [0.1567, -0.2501, 1.2450], [1.1602, -0.4250, 1.1316], [-0.0784, -2.8128, -0.3809], [-1.0652, 2.3327, -0.8544], [-0.0028, 1.8909, 0.5013], [0.0711, -0.2527, 0.0605], [-0.1039, -0.5145, -0.1449], [-0.0363, -0.0020, 0.1041], [0.1905, 0.2122, -0.9106], [0.0560, 0.0750, -0.1533], [-0.5395, -0.2911, 0.0165], [-0.0432, -0.2053, 0.2388], [0.1630, 0.0678, 0.0734], [0.1321, 0.0087, -0.0976], [-0.1624, 0.2504, 0.1640], [-0.0510, 0.0534, 0.3012], [0.2755, -0.1940, 0.1205], [0.0739, -0.0273, -0.1953], [-0.0462, 0.0324, 0.1160], [-0.1797, 0.1099, 0.0709], [-0.2455, 0.1541, 0.1755], [0.0137, -0.2970, 0.0558], [0.2238, -0.0907, 0.3794], [-0.1398, -0.1149, -0.0961], [0.0776, -0.3488, 0.1128], [-0.7095, -0.2442, -1.5569], [0.5822, -0.1562, 0.6709], [0.1099, 1.0366, 0.1106], [-0.2329, -1.1390, -0.5575], [0.0063, 0.6712, -0.6020], [0.1632, -0.7725, 0.8713], [0.2172, -0.2615, 1.1949], [-0.2050, 0.2337, 0.1375], [-0.0904, -0.7121, -0.2928], [0.0236, 1.2596, 0.6960], [0.1639, -1.0859, 0.2272], [-0.3623, 1.2548, -0.7256]]
}

2.
{
  "formula": "C20H35AlBeBrCl6F3MgN3O14P3S2",
  "method": "the ωB97M-V functional and the def2-TZVPD basis",
  "charge": 2,
  "energy_ha": -9912.0004,
  "lumo_ev": -9.8,
  "multiplicity": 1,
  "homo_lumo_gap_ev": 1.4,
  "symbols": ["C", "P", "C", "C", "C", "N", "C", "P", "O", "O", "O", "C", "C", "C", "C", "C", "N", "S", "O", "O", "C", "F", "F", "F", "C", "Br", "H", "H", "H", "H", "H", "H", "H", "H", "H", "H", "H", "H", "H", "H", "H", "H", "H", "H", "H", "H", "H", "H", "H", "H", "H", "N", "C", "C", "C", "C", "C", "H", "H", "H", "H", "H", "Cl", "Al", "O", "P", "O", "O", "O", "Cl", "Mg", "C", "Cl", "Cl", "Cl", "Cl", "O", "H", "Be", "C", "C", "O", "S", "O", "O", "O", "H", "H", "H", "H"],
  "positions_angstrom": [[2.5987, -2.6932, -3.9178], [1.7388, -2.8537, -2.3176], [1.1936, -4.5880, -2.0985], [2.9380, -2.4211, -0.9413], [3.0789, -3.5322, 0.0920], [3.5499, -2.8979, 1.3679], [2.4861, -2.0480, 1.9979], [3.1881, -1.6316, 3.6550], [3.5279, -2.8932, 4.3227], [2.2115, -0.7055, 4.4579], [4.4746, -0.7418, 3.3924], [1.9342, -0.9201, 1.0494], [2.0747, 0.5304, 1.5858], [0.8702, 1.4975, 1.6232], [0.8099, 2.5257, 0.4816], [-0.0437, 3.7581, 0.7943], [-1.5097, 3.3667, 0.7507], [0.2103, -1.4275, 0.6730], [-0.4542, -0.5264, -0.2107], [0.1756, -2.8098, 0.2851], [-0.8471, -1.4274, 2.2549], [-1.0929, -2.6771, 2.6288], [-2.0547, -0.8808, 1.8948], [-0.3536, -0.7566, 3.2645], [2.7552, -1.0123, -0.3072], [2.1767, 0.2233, -1.6680], [2.4450, -1.7082, -4.3444], [2.3160, -3.4942, -4.5895], [3.6746, -2.7958, -3.7471], [1.9754, -5.2642, -1.7477], [0.3143, -4.6654, -1.4692], [0.9248, -4.9493, -3.0902], [3.9110, -2.3765, -1.4400], [2.1979, -4.1440, 0.2507], [3.8815, -4.1920, -0.2292], [4.4429, -2.4139, 1.2630], [3.7309, -3.6451, 2.0542], [1.7070, -2.7798, 2.2157], [1.9423, -1.1832, 5.2618], [5.2603, -1.2841, 3.2398], [2.8299, 1.0337, 0.9838], [2.5071, 0.5624, 2.5782], [-0.1133, 1.0425, 1.7004], [0.9877, 2.0962, 2.5261], [0.3796, 2.0661, -0.4060], [1.8207, 2.8821, 0.2925], [0.1890, 4.1525, 1.8172], [0.1225, 4.5229, 0.0434], [-2.0634, 4.2126, 0.6286], [-1.5949, 2.7947, -0.0802], [3.7443, -0.6572, -0.0216], [-0.0657, -6.2895, -5.1677], [-1.0864, -5.4583, -5.0423], [-2.0859, -5.3092, -6.0121], [-2.0257, -6.0767, -7.1815], [-0.9589, -6.9334, -7.3248], [-0.0122, -7.0101, -6.2916], [-1.1210, -4.8785, -4.1274], [-2.9130, -4.5804, -5.8623], [-2.7843, -5.9906, -7.9471], [-0.8507, -7.5453, -8.2090], [0.8290, -7.6894, -6.3644], [-3.9893, -4.9296, -4.4297], [-1.1015, 3.5305, 2.9943], [-0.8844, 6.2537, 3.8691], [-1.7938, 6.9217, 4.8888], [-2.4569, 8.1278, 4.3239], [-0.9952, 7.2321, 6.1247], [-3.0336, 5.9067, 5.2743], [-2.2592, 3.8996, 5.9160], [-3.6569, -2.4235, 1.4048], [4.0985, -2.6075, -7.8958], [4.5631, -1.3093, -6.7645], [3.3647, -1.9045, -9.3257], [5.5249, -3.5277, -8.3451], [2.9327, -3.6758, -7.0905], [1.7823, 6.3318, 2.5715], [0.9385, 6.7537, 2.8137], [6.2736, -2.0146, -4.5785], [-7.7301, 8.4746, 4.8674], [-8.2711, 7.1130, 4.4862], [-7.2691, 6.5744, 3.6041], [-5.8277, 7.0993, 4.0469], [-5.2048, 6.0948, 4.8452], [-5.1684, 7.6309, 2.9116], [-6.3145, 8.2640, 5.0052], [-7.8922, 9.2108, 4.0793], [-8.1438, 8.8453, 5.8002], [-9.2292, 7.1631, 3.9783], [-8.3519, 6.4562, 5.3538]],
  "forces_ev_per_a": [[1.2020, -0.4932, 0.9739], [-2.3339, 1.0921, 0.0461], [1.0133, -0.3576, -0.1968], [0.4722, -0.4641, -0.5672], [0.8675, 0.3012, -0.8595], [-0.5149, -1.0112, 0.7114], [-0.1980, 0.7628, 0.2193], [1.0927, -0.5340, 1.3040], [-0.3168, -0.3319, -0.6690], [-0.1856, -0.0674, -0.4278], [-0.4715, 0.3091, -0.7370], [0.5070, -0.2050, -0.2782], [-0.2488, 0.5285, -0.0064], [-0.1214, 0.6952, -0.1666], [-0.0995, 0.1526, 0.3819], [-0.7994, -0.6549, -0.9364], [1.4013, 0.7267, 0.4419], [-0.8984, -0.2498, -1.7232], [0.1823, 0.5902, 0.5761], [0.4812, -0.2318, 0.8722], [0.1856, 0.1775, 0.0434], [0.0771, -0.0291, 0.0621], [0.4992, 0.0787, 0.2983], [-0.0013, 0.0774, 0.0443], [-0.5749, -0.7439, -0.0185], [0.3701, 0.2853, -0.0054], [-0.2949, -0.0044, -0.0890], [-0.2565, 0.0678, -0.0341], [0.1180, -0.0419, -0.2985], [-0.1073, -0.2190, 0.0339], [0.0075, 0.1723, 0.1620], [-0.0032, -0.0121, -0.1046], [0.0715, 0.2747, -0.0020], [-0.1948, 0.2958, 0.4906], [-0.0138, -0.1710, 0.0657], [-0.0884, 0.1569, -0.3486], [0.0839, 0.0928, 0.1222], [-0.0945, 0.0186, 0.0850], [-0.0412, 0.2405, 0.1490], [0.2242, 0.1534, 0.4192], [0.0662, -0.1428, -0.1801], [-0.1127, -0.3840, 0.1373], [0.0671, -0.2639, 0.1304], [0.1739, -0.2566, 0.2430], [0.3330, -0.0048, -0.2487], [0.0397, -0.0267, -0.2854], [0.8477, 0.5733, -1.0601], [0.3397, 0.3625, 0.3400], [-0.1420, -0.0871, -0.2660], [-0.5068, -0.1709, 0.1074], [-0.0082, 0.1837, 0.1095], [0.0769, 0.2080, -0.3603], [-0.0390, 0.0328, 0.5304], [-0.2055, -0.2043, -0.0168], [-0.3297, -0.4067, 0.1769], [0.1189, 0.1915, -0.0123], [0.0216, -0.0188, 0.0732], [-0.1380, 0.0555, -0.0398], [0.6968, 0.7613, -0.5358], [-0.0484, -0.0370, 0.0402], [0.0671, 0.0391, -0.0250], [-0.0849, -0.1064, -0.0382], [-0.1498, -0.3827, 0.3186], [-1.3012, 0.1050, 1.8405], [0.3923, -0.8821, -0.8380], [0.6033, 0.3937, 0.7893], [-0.5992, -0.2910, -0.0046], [0.2699, -0.2306, -0.1132], [1.8376, -2.9883, 0.6618], [-0.9316, 3.1150, -0.8642], [-0.6199, -0.3521, -0.3620], [0.0265, 0.0100, -0.1206], [-0.2390, 0.0557, -0.3012], [-0.0371, 0.0362, 0.0195], [0.0370, -0.0084, 0.0597], [0.0192, -0.0580, -0.2013], [-0.7700, -0.3785, 0.1744], [0.1206, 0.0214, 0.0924], [0.2589, -0.0856, 0.3463], [-0.1637, 0.2036, -0.2826], [-0.0022, -0.1672, 0.3326], [-0.2312, 0.2947, -0.1508], [0.1225, -0.2442, 0.1949], [-0.9579, 0.3681, -0.3912], [-0.0528, -0.1593, -0.1241], [-0.1415, -0.0395, 0.1549], [-0.0214, -0.0119, -0.0147], [0.2139, -0.0282, 0.1172], [0.0997, -0.0461, -0.2137], [-0.0141, 0.0248, 0.0267]]
}